A 2-piece molecular cluster, C2H8OS3Si overall at a distorted geometry, computed with ωB97M-V with the def2-TZVPD basis set.

Structure (XYZ):
```
15
Properties=species:S:1:pos:R:3
C 0.42 0.22 -1.36
C -1.66 0.05 0.16
O 1.32 -0.45 -0.67
Si 2.44 -0.01 0.47
S -1.27 1.43 1.21
S -1.45 -1.59 0.81
S -3.06 0.31 -0.89
H -0.05 -0.31 -2.17
H 0.45 1.30 -1.37
H 1.78 0.49 1.68
H 3.32 1.01 -0.09
H 3.05 -1.32 0.64
H -2.21 1.23 2.15
H -0.12 -1.50 0.94
H -2.96 -0.86 -1.53
```

Summary:
Maximum force, Eh/bohr: 0.0383
Orbital gap (alpha / beta), eV: 7.9 / 7.3
Net charge: 0
HOMO energy (alpha / beta), eV: -7.4 / -7.4
E_LUMO (alpha / beta), eV: 0.486 / -0.123

Taken from the Löwdin analysis, the atomic charges in e are: -0.122 -1.525 -0.392 0.605 0.603 0.654 0.636 0.080 0.073 -0.065 -0.058 -0.049 -0.137 -0.159 -0.143